Record 1
Entry from the Open Molecules 2025 dataset: C18H19InN2OSSe as an isolated structure (the ωB97M-V functional and the def2-TZVPD basis).

```
43
Properties=species:S:1:pos:R:3:lowdin_charge:R:1
In 0.12 -1.03 -2.89 0.531
C -3.26 -0.23 -2.02 -0.058
C -2.53 0.87 -1.32 -0.299
C -3.18 1.99 -0.80 0.001
C -2.46 2.99 -0.20 0.019
C -1.07 2.90 -0.10 -0.140
C -0.24 3.96 0.42 -0.047
C 1.01 4.25 -0.01 -0.080
C 1.83 3.55 -0.95 -0.123
C 1.87 2.23 -1.27 -0.740
S 2.75 1.24 -2.23 0.590
C -0.55 1.72 -0.59 -0.259
N -1.21 0.75 -1.19 0.125
H -4.33 -0.04 -2.04 0.084
H -3.07 -1.19 -1.55 -0.003
H -2.92 -0.31 -3.06 0.070
H -4.26 2.07 -0.88 0.118
H -2.96 3.87 0.19 0.126
H -0.72 4.67 1.08 0.110
H 1.43 5.18 0.36 0.109
H 2.58 4.13 -1.47 0.112
C 2.58 0.98 1.31 -0.015
C 1.23 0.50 0.76 -0.271
C 0.15 0.44 1.82 -0.017
O 0.82 1.45 -0.34 -0.182
H 2.57 0.91 2.40 0.087
H 2.79 2.02 1.04 0.082
H 3.39 0.36 0.93 0.083
H 1.35 -0.50 0.33 0.115
H 0.03 1.41 2.31 0.097
H 0.46 -0.28 2.58 0.100
H -0.81 0.11 1.43 0.088
Se -1.14 -3.00 -1.33 0.459
C -0.02 -4.01 -0.16 -0.682
C 1.25 -3.60 0.23 -0.133
C 1.98 -4.40 1.09 -0.165
N 1.55 -5.56 1.58 0.039
C 0.33 -5.95 1.20 -0.160
C -0.49 -5.22 0.35 -0.134
H 1.67 -2.66 -0.13 0.071
H 2.98 -4.10 1.40 0.100
H -0.02 -6.89 1.61 0.101
H -1.47 -5.59 0.08 0.090
```

Values from the calculation:
- Electronic energy: -105354.9779 eV
- Orbital gap: 6.882 eV

Record 2
Entry from the Open Molecules 2025 dataset: C32H35Cl5CoFN2O3Sb as an isolated structure (the ωB97M-V functional and the def2-TZVPD basis).

```
80
Properties=species:S:1:pos:R:3:lowdin_charge:R:1
Co 0.81 1.00 -0.92 0.473
O 1.52 -0.80 -0.29 -0.137
C 1.88 -1.88 -0.91 -0.326
C 2.64 -2.84 -0.18 -0.029
C 3.01 -4.05 -0.70 -0.126
C 2.67 -4.42 -2.00 -0.149
C 1.95 -3.52 -2.77 -0.081
C 1.56 -2.27 -2.28 -0.076
C 0.76 -1.37 -3.10 -0.279
N 0.61 -0.13 -2.81 0.148
C -0.46 0.46 -3.51 -0.464
C -0.81 -0.54 -4.42 -0.046
N -0.05 -1.68 -4.16 0.104
H 2.92 -2.57 0.84 0.100
H 3.58 -4.74 -0.09 0.088
H 2.97 -5.37 -2.40 0.076
H 1.69 -3.78 -3.79 0.095
H -1.00 1.96 -4.38 -0.068
H -1.70 -0.55 -5.04 0.107
H -0.23 -2.60 -4.51 0.132
C -3.33 0.20 4.20 -0.193
C -1.86 -0.17 4.41 -0.575
C -1.73 -1.39 5.32 -0.167
Sb -0.87 -0.10 2.38 1.592
C -2.12 -1.67 1.41 -0.546
C -1.46 -2.07 0.09 -0.160
C -2.52 -2.90 2.21 -0.161
C 0.99 -1.14 2.92 -0.556
C 0.90 -2.63 3.19 -0.154
C 1.64 -0.38 4.07 -0.164
H -3.83 0.41 5.15 0.061
H -3.87 -0.60 3.70 0.054
H -3.41 1.10 3.57 0.051
H -1.37 0.67 4.91 0.064
H -2.14 -2.29 4.85 0.045
H -2.28 -1.22 6.25 0.062
H -0.69 -1.58 5.58 0.040
H -3.02 -1.10 1.17 0.070
H -0.55 -2.66 0.26 0.063
H -1.18 -1.20 -0.50 0.035
H -2.14 -2.68 -0.52 0.072
H -1.64 -3.46 2.55 0.051
H -3.12 -3.58 1.58 0.065
H -3.12 -2.64 3.08 0.036
H 1.58 -0.97 2.02 0.043
H 0.23 -2.86 4.02 0.047
H 1.89 -3.03 3.45 0.067
H 0.56 -3.16 2.30 0.051
H 1.07 -0.48 5.00 0.047
H 1.71 0.69 3.83 0.053
H 2.66 -0.75 4.26 0.068
F -4.11 4.14 -3.12 0.003
C -3.23 3.27 -2.56 -0.260
C -2.04 2.97 -3.28 -0.280
C -1.31 1.51 -1.80 -0.394
C -1.38 1.36 -0.59 -0.126
C -2.56 2.12 -0.12 -0.076
C -3.39 2.95 -1.10 -0.008
H -1.93 3.89 -3.89 0.138
H -2.09 1.18 -3.55 0.059
H -2.82 2.19 0.93 0.035
H -4.24 3.46 -0.64 0.058
Cl -1.10 1.81 -3.18 0.596
C 0.18 2.59 -3.15 -0.445
C 1.03 2.91 -2.01 -0.046
C 1.89 3.97 -2.05 -0.665
Cl 2.61 4.55 -0.55 0.650
C 2.25 4.67 -3.21 -0.742
Cl 3.32 6.03 -3.19 0.580
C 1.73 4.19 -4.40 -0.739
Cl 2.21 4.91 -5.91 0.601
C 0.85 3.14 -4.36 -0.517
Cl 0.13 2.64 -5.92 0.634
C 3.98 1.84 1.25 -0.115
O 3.00 1.62 0.24 -0.181
C 1.67 1.72 0.61 -0.506
O 1.38 2.03 1.75 -0.083
H 4.28 0.89 1.69 0.080
H 3.57 2.49 2.02 0.073
H 4.84 2.32 0.76 0.073
```

Values from the calculation:
- Electronic energy: -152340.7942 eV
- Net charge: -2
- Orbital gap (alpha / beta): 4.055 / 6.311 eV
- <S²>: 3.92
- Spin multiplicity: 4

Among the records above, which one has the lowest electronic energy?
C32H35Cl5CoFN2O3Sb

What did the second record say?
Entry from the Open Molecules 2025 dataset: C32H35Cl5CoFN2O3Sb as an isolated structure (the ωB97M-V functional and the def2-TZVPD basis).

```
80
Properties=species:S:1:pos:R:3:lowdin_charge:R:1
Co 0.81 1.00 -0.92 0.473
O 1.52 -0.80 -0.29 -0.137
C 1.88 -1.88 -0.91 -0.326
C 2.64 -2.84 -0.18 -0.029
C 3.01 -4.05 -0.70 -0.126
C 2.67 -4.42 -2.00 -0.149
C 1.95 -3.52 -2.77 -0.081
C 1.56 -2.27 -2.28 -0.076
C 0.76 -1.37 -3.10 -0.279
N 0.61 -0.13 -2.81 0.148
C -0.46 0.46 -3.51 -0.464
C -0.81 -0.54 -4.42 -0.046
N -0.05 -1.68 -4.16 0.104
H 2.92 -2.57 0.84 0.100
H 3.58 -4.74 -0.09 0.088
H 2.97 -5.37 -2.40 0.076
H 1.69 -3.78 -3.79 0.095
H -1.00 1.96 -4.38 -0.068
H -1.70 -0.55 -5.04 0.107
H -0.23 -2.60 -4.51 0.132
C -3.33 0.20 4.20 -0.193
C -1.86 -0.17 4.41 -0.575
C -1.73 -1.39 5.32 -0.167
Sb -0.87 -0.10 2.38 1.592
C -2.12 -1.67 1.41 -0.546
C -1.46 -2.07 0.09 -0.160
C -2.52 -2.90 2.21 -0.161
C 0.99 -1.14 2.92 -0.556
C 0.90 -2.63 3.19 -0.154
C 1.64 -0.38 4.07 -0.164
H -3.83 0.41 5.15 0.061
H -3.87 -0.60 3.70 0.054
H -3.41 1.10 3.57 0.051
H -1.37 0.67 4.91 0.064
H -2.14 -2.29 4.85 0.045
H -2.28 -1.22 6.25 0.062
H -0.69 -1.58 5.58 0.040
H -3.02 -1.10 1.17 0.070
H -0.55 -2.66 0.26 0.063
H -1.18 -1.20 -0.50 0.035
H -2.14 -2.68 -0.52 0.072
H -1.64 -3.46 2.55 0.051
H -3.12 -3.58 1.58 0.065
H -3.12 -2.64 3.08 0.036
H 1.58 -0.97 2.02 0.043
H 0.23 -2.86 4.02 0.047
H 1.89 -3.03 3.45 0.067
H 0.56 -3.16 2.30 0.051
H 1.07 -0.48 5.00 0.047
H 1.71 0.69 3.83 0.053
H 2.66 -0.75 4.26 0.068
F -4.11 4.14 -3.12 0.003
C -3.23 3.27 -2.56 -0.260
C -2.04 2.97 -3.28 -0.280
C -1.31 1.51 -1.80 -0.394
C -1.38 1.36 -0.59 -0.126
C -2.56 2.12 -0.12 -0.076
C -3.39 2.95 -1.10 -0.008
H -1.93 3.89 -3.89 0.138
H -2.09 1.18 -3.55 0.059
H -2.82 2.19 0.93 0.035
H -4.24 3.46 -0.64 0.058
Cl -1.10 1.81 -3.18 0.596
C 0.18 2.59 -3.15 -0.445
C 1.03 2.91 -2.01 -0.046
C 1.89 3.97 -2.05 -0.665
Cl 2.61 4.55 -0.55 0.650
C 2.25 4.67 -3.21 -0.742
Cl 3.32 6.03 -3.19 0.580
C 1.73 4.19 -4.40 -0.739
Cl 2.21 4.91 -5.91 0.601
C 0.85 3.14 -4.36 -0.517
Cl 0.13 2.64 -5.92 0.634
C 3.98 1.84 1.25 -0.115
O 3.00 1.62 0.24 -0.181
C 1.67 1.72 0.61 -0.506
O 1.38 2.03 1.75 -0.083
H 4.28 0.89 1.69 0.080
H 3.57 2.49 2.02 0.073
H 4.84 2.32 0.76 0.073
```

Values from the calculation:
- Electronic energy: -152340.7942 eV
- Net charge: -2
- Orbital gap (alpha / beta): 4.055 / 6.311 eV
- <S²>: 3.92
- Spin multiplicity: 4

Which of these has the highest electronic energy?
C18H19InN2OSSe

Which of these has the highest electronic energy?
C18H19InN2OSSe